16
Properties=species:S:1:pos:R:3 method="wB97M-V/def2-TZVPD" relative_energy_kj_mol=63.8 lumo_ev=0.894 smiles=N[C@]12CCS[C@H]1[C@@H]2F fmax_ev_per_a=2.81 e_homo_ev=-8.51 e_tot_ev=-20356.3372
N 0.0288 1.9564 -0.5117
C 0.0734 0.5400 -0.0729
C 0.3388 -0.5206 -1.0608
C -0.1396 -1.8802 -0.5566
S -1.5973 -1.5533 0.4791
C -1.0666 0.1453 0.8336
C 0.3440 0.4232 1.3971
F 0.6483 1.5647 2.0954
H 0.8221 2.1976 -1.1035
H 0.0920 2.5838 0.2934
H 1.4071 -0.6151 -1.3043
H -0.1830 -0.2933 -2.0023
H -0.4234 -2.6088 -1.2738
H 0.6042 -2.3258 0.0752
H -1.8458 0.8424 0.9981
H 0.8969 -0.4566 1.7140



95
Properties=species:S:1:pos:R:3 method="wB97M-V/def2-TZVPD" lumo_ev=0.580 smiles="COCCCOC(=O)OC(F)(F)C(F)(F)C(F)(F)C(F)(F)F.COCCOC.COCCOC.COCCOC.COCCOC" fmax_ev_per_a=2.63 e_homo_ev=-9.02 e_tot_ev=-75741.7308
C -3.2944 -0.8874 -7.5135
O -2.4607 -1.2028 -6.4223
C -1.8490 -2.4672 -6.5335
C -0.3093 -2.3915 -6.4620
C 0.2230 -1.0352 -6.0709
O -0.0298 -0.7462 -4.6871
C 0.7949 -1.3272 -3.8433
O 1.7619 -2.0376 -4.0721
O 0.4006 -0.9494 -2.5567
C 0.3248 -1.9915 -1.6780
F 1.5425 -2.2727 -1.1862
F -0.1335 -3.1120 -2.2360
C -0.5601 -1.6255 -0.4414
F -0.8916 -2.7669 0.1692
F 0.1979 -0.9135 0.4042
C -1.8343 -0.7973 -0.7261
F -1.5339 0.4764 -0.9400
F -2.5626 -0.8466 0.4112
C -2.7611 -1.3430 -1.8513
F -2.7862 -2.6756 -1.8327
F -2.3961 -0.8918 -3.0467
F -4.0029 -0.8998 -1.6032
H -4.1105 -1.6027 -7.5976
H -2.7464 -0.8501 -8.4504
H -3.7424 0.0710 -7.2946
H -2.1224 -2.9410 -7.4724
H -2.2004 -3.1003 -5.7239
H 0.1174 -2.6537 -7.4230
H 0.0682 -3.1205 -5.7562
H -0.2999 -0.2653 -6.6161
H 1.2677 -0.9282 -6.3217
C -0.9935 0.3376 5.9677
O -0.0103 1.2222 5.4589
C 1.2990 0.9387 5.9253
C 2.1091 0.1793 4.8976
O 1.5853 -1.1188 4.6643
C 0.8065 -1.2003 3.4813
H -1.8938 0.4644 5.3686
H -0.6717 -0.7041 5.9046
H -1.2262 0.5834 7.0095
H 1.2619 0.3823 6.8666
H 1.7878 1.8986 6.1186
H 3.1277 0.0508 5.2791
H 2.1693 0.7452 3.9634
H 1.4575 -1.2097 2.6017
H 0.1016 -0.3700 3.4008
H 0.2473 -2.1344 3.5168
C 6.3474 -2.8761 5.5924
O 6.5911 -3.5300 4.3605
C 6.3667 -4.9305 4.4138
C 5.0226 -5.3083 3.8301
O 3.9511 -4.7992 4.6053
C 3.3732 -3.6195 4.0641
H 6.2918 -1.8067 5.3933
H 5.4065 -3.1999 6.0427
H 7.1689 -3.0613 6.2933
H 6.4489 -5.2950 5.4421
H 7.1551 -5.4062 3.8220
H 4.9344 -6.3997 3.8326
H 4.9472 -4.9669 2.7933
H 2.7468 -3.8721 3.2004
H 4.1355 -2.8992 3.7577
H 2.7528 -3.1663 4.8295
C 2.4291 4.9345 -1.4465
O 1.2422 5.2755 -2.1405
C 1.3246 5.0523 -3.5392
C 0.6472 3.7613 -3.9438
O 1.3151 2.6270 -3.4157
C 0.6853 2.0980 -2.2585
H 2.1903 4.8908 -0.3851
H 2.8165 3.9629 -1.7608
H 3.1971 5.6997 -1.6034
H 2.3679 5.0531 -3.8690
H 0.8138 5.8866 -4.0299
H 0.6786 3.6754 -5.0348
H -0.4031 3.7689 -3.6371
H -0.2130 1.5529 -2.5419
H 0.4249 2.8834 -1.5440
H 1.3862 1.4128 -1.7861
C -4.0366 4.9029 1.0735
O -4.4514 4.1166 -0.0294
C -3.9941 2.7750 0.0363
C -5.0642 1.8240 0.5149
O -5.4432 2.0635 1.8616
C -6.6539 2.7881 1.9805
H -4.6326 5.8142 1.0725
H -4.1901 4.3822 2.0214
H -2.9797 5.1732 0.9744
H -3.1085 2.7029 0.6757
H -3.7051 2.4818 -0.9784
H -4.6593 0.8090 0.4700
H -5.9376 1.8694 -0.1430
H -7.5093 2.1391 1.7632
H -6.6768 3.6511 1.3109
H -6.7295 3.1387 3.0084



32
Properties=species:S:1:pos:R:3 method="wB97M-V/def2-TZVPD" relative_energy_kj_mol=45.5 lumo_ev="0.294 / -2.375" fmax_ev_per_a=1.58 spin_multiplicity=5 e_homo_ev="-8.00 / -9.26" e_tot_ev=-60268.6415
Pt 0.1812 -1.0762 -0.3030
O -1.1422 -4.1343 1.9151
Cl -0.1692 -3.1425 1.7810
O 0.8170 -3.2028 2.7741
O 0.4542 -3.2291 0.4727
O -0.7955 -1.8289 1.8277
C -3.1142 1.6858 -0.1144
C -2.5298 0.7441 0.8948
C -3.1433 0.6610 2.2559
O -1.1619 0.7295 0.8775
C -3.1044 -0.9898 0.0136
O -4.1799 -1.1805 0.4355
O -2.2138 -1.2681 -0.7150
H -2.9571 2.7204 0.1991
H -4.1812 1.5203 -0.2251
H -2.6176 1.5523 -1.0713
H -2.9156 1.5721 2.8178
H -2.7350 -0.1914 2.7976
H -4.2214 0.5493 2.1854
H -0.8463 0.2444 1.6629
C 3.1662 0.9170 -3.2476
C 2.4840 0.3122 -2.0585
S 0.9678 -0.4026 -2.4344
C 3.0514 0.3340 -0.8020
C 4.3919 0.9491 -0.5355
S 2.3252 -0.3333 0.6005
H 2.5215 0.8309 -4.1160
H 4.0973 0.3963 -3.4635
H 3.3812 1.9693 -3.0739
H 4.8334 1.3648 -1.4330
H 5.0652 0.1941 -0.1325
H 4.2907 1.7326 0.2147



16
Properties=species:S:1:pos:R:3 method="wB97M-V/def2-TZVPD" relative_energy_kj_mol=233.2 lumo_ev=0.830 smiles="C=C(O)C(C)C" fmax_ev_per_a=3.39 e_homo_ev=-9.64 e_tot_ev=-7392.3484
C -1.8730 0.7740 -0.4731
C -0.7161 0.0852 -0.5530
O -0.6758 -1.3743 -0.5331
C 0.5384 0.5429 0.1548
C 0.5682 -0.0033 1.6197
C 1.8634 0.1239 -0.5067
H -2.7502 0.2504 -0.8265
H -1.7815 1.8525 -0.5711
H -1.3246 -1.1065 0.1842
H 0.4504 1.6330 0.2814
H 0.7415 -1.0828 1.6721
H -0.4493 0.1256 2.0212
H 1.2919 0.5915 2.1499
H 1.8535 0.2666 -1.5955
H 2.6912 0.7624 -0.1603
H 1.9162 -0.9522 -0.3249



81
Properties=species:S:1:pos:R:3 method="wB97M-V/def2-TZVPD" relative_energy_kj_mol=168.8 lumo_ev=-3.400 fmax_ev_per_a=1.24 charge=+1 e_homo_ev=-10.31 e_tot_ev=-107460.6097
Cu 1.4655 -0.0618 0.5762
N -1.1532 -3.8076 0.7966
C -0.1976 -2.9862 0.3358
N 0.3558 -2.0479 1.0306
C -0.0224 -1.9051 2.3742
N 0.7310 -1.2243 3.1622
N 1.7332 -0.5772 2.5555
C 2.9597 -0.6842 2.8688
C 3.9216 0.0558 2.0460
C 5.2474 0.2127 2.4310
C 6.1124 0.8871 1.5855
C 5.6284 1.3966 0.3911
C 4.2915 1.2010 0.0806
N 3.4645 0.5334 0.8748
C -1.2170 -2.5834 2.8510
C -1.8070 -2.3185 4.0861
C -2.9098 -3.0422 4.4917
C -3.4357 -4.0376 3.6698
C -2.8662 -4.3091 2.4415
C -1.7555 -3.5798 2.0349
H -1.5090 -4.5537 0.2225
H 0.1266 -3.1432 -0.6865
H 3.3131 -1.3305 3.6704
H 5.5836 -0.1914 3.3766
H 7.1525 1.0139 1.8549
H 6.2728 1.9290 -0.2938
H 3.8586 1.5842 -0.8372
H -1.3764 -1.5449 4.7075
H -3.3608 -2.8458 5.4547
H -4.2972 -4.6080 3.9907
H -3.2732 -5.0732 1.7896
C 2.1862 -1.2904 -1.8494
P 1.4481 0.4204 -1.9471
C -0.2341 0.0330 -1.2453
N -0.9667 -0.9116 -1.7866
C -2.1698 -1.1935 -1.2333
C -3.0344 -2.1274 -1.8446
C -4.2278 -2.4309 -1.2497
C -4.5967 -1.8503 -0.0148
C -3.7728 -0.9541 0.6046
C -2.5525 -0.5910 -0.0078
N -1.7724 0.3503 0.5677
C -0.6763 0.7274 -0.0575
P 0.2710 2.2008 0.5715
C -0.0661 2.0917 2.3816
C -1.0090 3.5634 0.1482
C -0.2853 4.8818 0.4330
C -2.2971 3.4858 0.9657
C -1.3353 3.4781 -1.3402
C 1.1910 0.5311 -3.8304
C 2.5252 1.0695 -4.3603
C 0.8605 -0.7824 -4.5384
C 0.0999 1.5673 -4.0981
H 1.5241 -2.0288 -2.2983
H 2.3980 -1.5715 -0.8163
H 3.1375 -1.2772 -2.3828
H -2.7453 -2.5721 -2.7886
H -4.9089 -3.1178 -1.7357
H -5.5459 -2.1158 0.4318
H -4.0332 -0.4849 1.5449
H -1.0041 1.5700 2.5633
H -0.1161 3.0959 2.8015
H 0.7456 1.5718 2.8760
H 0.1048 4.9140 1.4527
H -0.9768 5.7193 0.3141
H 0.5498 5.0261 -0.2547
H -2.1400 3.7947 1.9984
H -2.7168 2.4818 0.9645
H -3.0359 4.1594 0.5232
H -0.4209 3.4550 -1.9324
H -1.9121 4.3544 -1.6444
H -1.9275 2.5901 -1.5738
H 3.3646 0.4288 -4.0784
H 2.7184 2.0763 -3.9854
H 2.4939 1.1133 -5.4515
H 1.7188 -1.4555 -4.5553
H 0.5976 -0.5636 -5.5771
H 0.0171 -1.2857 -4.0756
H 0.3239 2.5007 -3.5822
H -0.8790 1.2114 -3.7729
H 0.0461 1.7829 -5.1675



7
Properties=species:S:1:pos:R:3 method="wB97M-V/def2-TZVPD" relative_energy_kj_mol=180.3 lumo_ev=0.964 smiles=C#CC fmax_ev_per_a=6.97 e_homo_ev=-9.96 e_tot_ev=-3171.9812
C -2.1932 -0.1564 -0.0109
C -0.9626 0.0369 0.0408
C 0.8361 0.0646 -0.0114
H -3.1241 0.1417 -0.2586
H 1.0660 -0.6357 0.7559
H 0.9470 0.0670 -1.0651
H 1.0631 0.9903 0.2699



220
Properties=species:S:1:pos:R:3 method="wB97M-V/def2-TZVPD" lumo_ev="-2.032 / -2.266" fmax_ev_per_a=4.45 spin_multiplicity=4 e_homo_ev="-8.62 / -8.62" e_tot_ev=-167190.2994
Ti 4.3752 30.4976 -16.3002
C 5.2622 24.8415 -13.7327
F 4.4344 25.7829 -13.2691
F 6.1020 24.5405 -12.7829
F 4.5732 23.7918 -14.0838
S 6.4632 25.4382 -15.2147
O 7.3436 26.3836 -14.5539
O 7.2144 24.2823 -15.7343
N 5.3774 26.2153 -16.3681
S 5.3254 25.2006 -17.5962
O 6.3820 25.3954 -18.6660
O 5.0358 23.8259 -17.1195
C 3.6957 25.7031 -18.4955
F 3.3628 24.7196 -19.3359
F 2.8117 25.8567 -17.4722
F 3.6839 26.8847 -19.1098
C 8.3017 19.1043 -23.9716
C 6.8920 19.3507 -23.5469
C 6.6896 19.3195 -22.0326
O 6.8546 17.9930 -21.6618
C 6.5241 17.7955 -20.2490
N 6.3878 20.6189 -24.0564
H 8.3834 18.8719 -25.0334
H 8.7380 18.3322 -23.3379
H 8.8458 20.0138 -23.7168
H 6.2842 18.5882 -24.0340
H 5.6718 19.6496 -21.8246
H 7.5285 19.8529 -21.5857
H 7.0238 18.4720 -19.5556
H 6.7378 16.7572 -19.9952
H 5.5238 18.2026 -20.1018
H 6.1752 20.3851 -25.0157
H 7.1360 21.2940 -24.1238
C 17.0738 21.6381 -22.4947
C 16.6471 20.8044 -21.2906
C 15.1191 20.5555 -21.2552
O 14.2707 21.7453 -21.2285
C 14.3956 22.4852 -20.0310
N 17.3034 19.5292 -21.3370
H 17.2685 21.0948 -23.4194
H 18.1025 21.8918 -22.2388
H 16.4484 22.4928 -22.7527
H 17.0620 21.2305 -20.3771
H 14.8148 19.9114 -20.4302
H 14.8757 19.8897 -22.0832
H 13.5531 23.1692 -19.9295
H 15.2009 23.2197 -20.0184
H 14.3234 21.8268 -19.1653
H 17.2779 18.9127 -20.5374
H 16.8949 19.0106 -22.1014
C 8.7972 33.4167 -13.1268
C 7.8353 33.0968 -14.3098
C 8.6132 32.7486 -15.5995
O 7.6630 32.5456 -16.6692
C 8.0576 31.9024 -17.9011
N 6.9861 31.9811 -13.8216
H 8.2679 34.0086 -12.3801
H 9.5826 34.0015 -13.6056
H 9.1678 32.5223 -12.6259
H 7.2275 33.9848 -14.4836
H 9.3848 31.9856 -15.4972
H 9.1394 33.6187 -15.9922
H 7.2496 31.5663 -18.5510
H 8.6210 30.9940 -17.6882
H 8.8367 32.4286 -18.4527
H 6.7718 32.0783 -12.8394
H 7.5446 31.1403 -13.7868
C -2.3417 31.0547 -24.6824
C -1.8365 32.4873 -24.8230
C -2.8639 33.5104 -24.2521
O -4.1305 33.5744 -25.0194
C -3.9876 33.7608 -26.4314
N -0.5571 32.5671 -24.0725
H -1.5804 30.5081 -25.2390
H -3.2269 30.8180 -25.2727
H -2.5306 30.7884 -23.6424
H -1.8079 32.7254 -25.8863
H -2.3519 34.4711 -24.3060
H -3.1274 33.1009 -23.2770
H -3.2424 34.4882 -26.7536
H -4.7954 34.2013 -27.0158
H -3.7804 32.8262 -26.9526
H 0.0459 33.1968 -24.5824
H -0.0456 31.6963 -24.0641
C 11.6762 18.9869 -12.5845
C 12.1431 17.9141 -11.5282
C 11.1781 17.9619 -10.2809
O 11.5063 19.0744 -9.5083
C 10.5364 19.4577 -8.5097
N 12.4205 16.6393 -12.1157
H 12.4344 19.0860 -13.3613
H 11.6476 20.0197 -12.2372
H 10.8101 18.5955 -13.1181
H 13.1105 18.2287 -11.1366
H 11.4050 17.0530 -9.7238
H 10.1526 17.8874 -10.6429
H 9.6509 19.8090 -9.0394
H 10.8159 20.3298 -7.9186
H 10.3457 18.7672 -7.6881
H 11.5757 16.1023 -12.2501
H 12.9106 16.2363 -11.3299
C 6.2823 28.9843 -5.4153
C 5.6985 30.3872 -5.0139
C 6.1494 31.5845 -5.8746
O 5.2794 32.7376 -5.7421
C 5.5311 33.4243 -4.5547
N 4.2870 30.2234 -4.9165
H 7.2860 28.7808 -5.0423
H 6.2950 28.9100 -6.5027
H 5.5937 28.1832 -5.1464
H 6.0155 30.6107 -3.9953
H 6.0776 31.2618 -6.9132
H 7.1922 31.8637 -5.7245
H 5.3151 32.8767 -3.6374
H 4.6786 34.1004 -4.4887
H 6.4539 33.9633 -4.3402
H 3.9178 31.1613 -4.8531
H 3.9167 29.7681 -4.0945
C 19.2632 28.4086 -13.8406
C 17.9699 28.8466 -13.1686
C 17.5852 27.9407 -11.9426
O 16.4789 28.4589 -11.1302
C 15.0972 28.2933 -11.6523
N 18.1177 30.1841 -12.6611
H 19.3467 27.4121 -14.2743
H 20.1482 28.4339 -13.2048
H 19.5461 29.0814 -14.6501
H 17.1618 28.7209 -13.8891
H 18.4186 27.9293 -11.2402
H 17.3785 26.9242 -12.2774
H 14.9000 29.1566 -12.2879
H 14.4977 28.4382 -10.7536
H 14.8331 27.3517 -12.1337
H 19.1115 30.3271 -12.5513
H 17.8792 30.1084 -11.6826
C -0.1151 13.2185 -8.4533
C 0.0046 14.7224 -8.9958
C -0.4934 14.9772 -10.4899
O -0.2654 16.2872 -10.9760
C 1.0897 16.4958 -11.3967
N -0.9174 15.4858 -8.0880
H -0.2132 13.1418 -7.3704
H 0.6546 12.5086 -8.7560
H -1.1254 12.8866 -8.6929
H 1.0776 14.9089 -9.0412
H -1.5547 14.7292 -10.4774
H 0.0237 14.2545 -11.1211
H 1.6748 15.6723 -11.8060
H 1.6869 17.0116 -10.6448
H 0.9811 17.2453 -12.1807
H -0.3951 15.2886 -7.2464
H -0.6997 16.4711 -8.1323
C 12.7833 26.7833 -24.6135
C 11.4992 26.4689 -25.4901
C 12.0886 26.0149 -26.9534
O 13.2362 25.2176 -27.0816
C 13.1103 23.8384 -26.6196
N 10.7721 25.4301 -24.9494
H 12.5607 27.0299 -23.5753
H 13.3570 27.5714 -25.1011
H 13.5199 25.9801 -24.5937
H 10.8952 27.3643 -25.6364
H 12.2899 26.9352 -27.5019
H 11.2877 25.5401 -27.5201
H 14.0632 23.3401 -26.7978
H 12.2887 23.2958 -27.0872
H 13.0112 23.8717 -25.5346
H 10.2571 25.6196 -24.1014
H 11.4079 24.7151 -24.6259
C -0.4820 31.4565 -15.6954
C -0.0476 32.8824 -15.6524
C 0.3381 33.1913 -14.2201
O 0.8905 34.5327 -14.1831
C 1.6165 34.8208 -12.9227
N 1.1479 32.9973 -16.5304
H -1.4400 31.1714 -15.2608
H 0.2215 30.7624 -15.2357
H -0.4915 31.2986 -16.7739
H -0.7449 33.6360 -16.0185
H 0.8796 32.3527 -13.7821
H -0.6200 33.2745 -13.7071
H 0.9772 35.2216 -12.1361
H 2.3509 35.6178 -13.0397
H 2.0935 33.9901 -12.4026
H 0.8005 33.0754 -17.4755
H 1.4517 33.9205 -16.2558
C -2.3596 24.1740 -10.0874
C -3.8099 23.9886 -10.2773
C -4.3348 24.8283 -11.5680
O -5.6315 24.4553 -11.8550
C -6.7191 24.9646 -11.0982
N -4.1407 22.5877 -10.4765
H -1.6933 23.5170 -10.6464
H -2.2084 24.0660 -9.0133
H -2.0262 25.1490 -10.4430
H -4.3177 24.3456 -9.3813
H -3.6841 24.6401 -12.4220
H -4.1895 25.8937 -11.3897
H -6.7441 24.3736 -10.1826
H -7.6048 24.7683 -11.7024
H -6.7453 26.0486 -10.9869
H -4.9668 22.7466 -11.0356
H -3.4465 22.2440 -11.1247
C -2.0683 20.5903 -17.1619
C -2.4952 19.2283 -17.7049
C -3.7099 18.6828 -17.0134
O -4.9935 19.2910 -17.1610
C -5.6909 19.2908 -15.9200
N -2.7549 19.4722 -19.0895
H -1.8156 20.4217 -16.1151
H -2.8814 21.3090 -17.2640
H -1.0725 20.8186 -17.5419
H -1.6598 18.5292 -17.7419
H -3.3214 18.5607 -16.0024
H -3.8812 17.7112 -17.4770
H -5.1314 19.4324 -14.9953
H -6.2374 18.3552 -15.8012
H -6.5291 19.9874 -15.9371
H -3.5502 20.0903 -19.1640
H -1.9239 19.9628 -19.3875



What did the first record say?
16
Properties=species:S:1:pos:R:3 method="wB97M-V/def2-TZVPD" relative_energy_kj_mol=63.8 lumo_ev=0.894 smiles=N[C@]12CCS[C@H]1[C@@H]2F fmax_ev_per_a=2.81 e_homo_ev=-8.51 e_tot_ev=-20356.3372
N 0.0288 1.9564 -0.5117
C 0.0734 0.5400 -0.0729
C 0.3388 -0.5206 -1.0608
C -0.1396 -1.8802 -0.5566
S -1.5973 -1.5533 0.4791
C -1.0666 0.1453 0.8336
C 0.3440 0.4232 1.3971
F 0.6483 1.5647 2.0954
H 0.8221 2.1976 -1.1035
H 0.0920 2.5838 0.2934
H 1.4071 -0.6151 -1.3043
H -0.1830 -0.2933 -2.0023
H -0.4234 -2.6088 -1.2738
H 0.6042 -2.3258 0.0752
H -1.8458 0.8424 0.9981
H 0.8969 -0.4566 1.7140